# 1
{"formula": "C19H34BeN3O5P2", "method": "the ωB97M-V functional and the def2-TZVPD basis", "multiplicity": 1, "gap_ev": 8.906, "charge": 1, "symbols": ["Be", "P", "C", "C", "N", "C", "C", "C", "C", "C", "P", "H", "H", "H", "H", "H", "H", "H", "H", "O", "H", "H", "O", "H", "C", "H", "H", "H", "C", "H", "H", "H", "C", "H", "H", "H", "C", "H", "H", "H", "C", "C", "C", "C", "C", "C", "O", "N", "C", "O", "N", "C", "O", "H", "H", "H", "H", "H", "H", "H", "H", "H", "H", "H"], "coordinates": [[0.33201, 0.51959, -0.56002], [-1.18718, 0.03785, -2.22673], [-0.34695, 0.94532, -3.55487], [0.62556, 1.92607, -2.94910], [1.07945, 1.68150, -1.68255], [1.94687, 2.59155, -1.15011], [2.36310, 3.72115, -1.83507], [1.91237, 3.95981, -3.13159], [1.01859, 3.04022, -3.67895], [2.40517, 2.36817, 0.26617], [2.21996, 0.59131, 0.68005], [0.60255, 3.13637, -4.68182], [3.03822, 4.38655, -1.30182], [2.25347, 4.82170, -3.69682], [3.44139, 2.70988, 0.39307], [1.74130, 2.91127, 0.95525], [0.20522, 0.17601, -4.12234], [-1.07017, 1.46945, -4.19077], [3.38098, -2.98434, -2.98670], [3.26768, -2.81610, -3.94557], [4.17870, -2.78250, -4.30956], [3.84455, -3.32354, 0.93781], [4.47786, -3.86555, 0.42813], [4.83920, -4.50420, 1.07220], [3.89073, 0.00976, 0.30830], [4.64516, 0.61658, 0.81880], [3.96209, -1.03442, 0.62160], [4.02236, 0.06475, -0.77271], [2.27152, 0.69191, 2.49674], [2.28601, -0.34388, 2.85063], [3.15940, 1.22798, 2.85868], [1.36332, 1.18741, 2.85343], [-2.68265, 1.07635, -2.00091], [-3.21253, 1.23538, -2.94993], [-3.33005, 0.53964, -1.29619], [-2.38420, 2.03317, -1.55896], [-1.88815, -1.36040, -3.13898], [-2.50692, -1.91512, -2.43011], [-2.49231, -1.05054, -4.00137], [-1.05292, -1.98729, -3.46092], [-0.73132, -1.06076, 4.17313], [-1.89041, -1.73151, 3.46702], [-2.37065, -0.97638, 2.20573], [-3.63543, -1.64462, 1.58588], [-3.47601, -3.08153, 1.14787], [-2.83182, 0.45218, 2.64620], [-3.70724, 0.62952, 3.46993], [-2.24020, 1.56819, 2.08103], [-1.25113, 1.57199, 1.13371], [-0.82472, 2.63417, 0.65077], [-0.77287, 0.34003, 0.74033], [-1.21585, -0.88499, 1.16266], [-0.65566, -1.86669, 0.66477], [0.16394, -1.00581, 3.54866], [-0.48525, -1.65062, 5.05759], [-0.99296, -0.05484, 4.51413], [-1.65713, -2.75505, 3.15847], [-2.76583, -1.78647, 4.12734], [-4.43301, -1.55855, 2.33724], [-3.93211, -1.00858, 0.73627], [-3.19282, -3.73971, 1.97097], [-4.43142, -3.42717, 0.75468], [-2.71885, -3.16673, 0.36819], [-2.57201, 2.49510, 2.37100]]}

# 2
{"formula": "C47H50LuN4O6P3S", "method": "the ωB97M-V functional and the def2-TZVPD basis", "relative_energy_kcal_mol": 6.9, "multiplicity": 1, "gap_ev": 7.957, "symbols": ["Lu", "N", "C", "C", "N", "C", "C", "N", "H", "H", "H", "H", "H", "H", "H", "H", "H", "H", "H", "H", "H", "O", "S", "O", "O", "O", "O", "P", "C", "P", "O", "C", "C", "C", "C", "C", "C", "C", "C", "C", "C", "C", "C", "C", "C", "C", "C", "C", "C", "C", "C", "C", "C", "C", "C", "H", "H", "H", "H", "H", "H", "H", "H", "H", "H", "H", "H", "H", "H", "H", "H", "H", "H", "H", "H", "H", "H", "N", "P", "C", "C", "C", "C", "C", "C", "C", "C", "C", "C", "C", "C", "C", "C", "C", "C", "C", "C", "H", "H", "H", "H", "H", "H", "H", "H", "H", "H", "H", "H", "H", "H", "H"], "coordinates": [[-0.67247, 0.59872, 0.67613], [1.22495, -1.48120, 1.67996], [1.60461, -1.36357, 3.09834], [0.72479, -0.31642, 3.78234], [0.62686, 0.92023, 3.00226], [1.64238, 1.93681, 3.32586], [3.04225, 1.34828, 3.39844], [3.53403, 0.64730, 2.20727], [0.26991, -1.82435, 1.65184], [1.82196, -2.15681, 1.21495], [2.65954, -1.10152, 3.15652], [1.46669, -2.30410, 3.63854], [1.10069, -0.12772, 4.79387], [-0.28299, -0.71534, 3.86171], [-0.26318, 1.34904, 3.20317], [1.43331, 2.38952, 4.29942], [1.58592, 2.71850, 2.56792], [3.07610, 0.66416, 4.24731], [3.72900, 2.15470, 3.64756], [4.07447, 1.26193, 1.62988], [2.76450, 0.30435, 1.64157], [-2.73367, 1.24423, 0.18266], [-2.19673, 2.63306, 0.30644], [-3.16189, 3.67331, 0.42465], [-1.32216, 2.76526, -0.91135], [-1.24717, 2.53192, 1.48114], [-0.44734, -0.18818, -1.43169], [0.26060, 0.34584, -2.65983], [0.21639, 2.15424, -2.83655], [0.86393, 2.86225, -1.28155], [1.01479, 1.84308, -0.14350], [0.51604, 4.59321, -0.94251], [0.26963, 5.48242, -1.98515], [0.04882, 6.82402, -1.70838], [0.08138, 7.27968, -0.39537], [0.32874, 6.39051, 0.64178], [0.54378, 5.04412, 0.37470], [2.60711, 3.15173, -1.83305], [3.63983, 2.93641, -0.92594], [4.96261, 3.20658, -1.26241], [5.27095, 3.71010, -2.52071], [4.24811, 3.95451, -3.42927], [2.93156, 3.68030, -3.08495], [2.00532, -0.05844, -2.62423], [2.52011, -0.63675, -1.46692], [3.88511, -0.86027, -1.35027], [4.73365, -0.51714, -2.39489], [4.22189, 0.04293, -3.56076], [2.85938, 0.27337, -3.67616], [-0.49808, -0.33503, -4.12299], [-0.22709, 0.15061, -5.40277], [-0.87017, -0.39882, -6.50032], [-1.79091, -1.42652, -6.32251], [-2.07208, -1.90347, -5.04928], [-1.43069, -1.35728, -3.94416], [-0.80856, 2.46599, -3.01444], [0.86491, 2.41581, -3.67150], [0.23380, 5.13384, -3.01445], [-0.15469, 7.51480, -2.51858], [-0.09763, 8.32812, -0.18124], [0.34036, 6.74192, 1.66720], [0.69646, 4.34212, 1.18461], [3.37936, 2.55723, 0.04961], [5.75353, 3.02413, -0.54150], [6.29936, 3.92019, -2.79057], [4.47521, 4.36232, -4.40810], [2.15530, 3.90329, -3.81357], [1.86181, -0.87357, -0.64621], [4.28604, -1.27573, -0.43163], [5.80173, -0.67745, -2.29908], [4.88624, 0.31366, -4.37348], [2.47287, 0.73195, -4.58347], [0.48258, 0.95838, -5.55318], [-0.65878, -0.02249, -7.49377], [-2.29984, -1.84687, -7.18255], [-2.79726, -2.69715, -4.90884], [-1.65993, -1.70773, -2.94491], [-1.57394, -1.12612, 1.65605], [-2.36692, -2.42119, 1.83425], [-2.43665, -3.51589, 0.37769], [-3.35951, -4.55255, 0.24381], [-3.30869, -5.40162, -0.85562], [-2.33214, -5.22659, -1.83029], [-1.41323, -4.19165, -1.71000], [-1.47009, -3.33625, -0.61284], [-1.63700, -3.51168, 3.10926], [-1.75761, -3.14068, 4.45391], [-1.04203, -3.80658, 5.44065], [-0.18649, -4.84843, 5.09466], [-0.05778, -5.22406, 3.76454], [-0.78037, -4.55886, 2.77649], [-4.08736, -2.21792, 2.35647], [-4.80584, -3.18296, 3.06256], [-6.12681, -2.94416, 3.42364], [-6.73099, -1.73794, 3.08576], [-6.01605, -0.76840, 2.39355], [-4.69396, -1.00271, 2.03214], [-4.12963, -4.69633, 0.99422], [-4.03364, -6.20123, -0.95302], [-2.29137, -5.89470, -2.68375], [-0.65434, -4.04890, -2.47156], [-0.77529, -2.51175, -0.52379], [-2.41871, -2.32161, 4.72490], [-1.14823, -3.51281, 6.47957], [0.37536, -5.36754, 5.86262], [0.60377, -6.03789, 3.49278], [-0.67781, -4.86389, 1.74031], [-4.32970, -4.11614, 3.34781], [-6.68199, -3.69432, 3.97526], [-7.75962, -1.55151, 3.37251], [-6.48352, 0.17569, 2.14067], [-4.11973, -0.24783, 1.50572]]}

# 3
{"formula": "C5H5NO", "method": "the ωB97M-V functional and the def2-TZVPD basis", "relative_energy_kcal_mol": 92.7, "smiles": "C#C[C@H](C#N)C=O.[H][H]", "multiplicity": 1, "gap_ev": 11.026, "symbols": ["C", "C", "C", "C", "N", "C", "O", "H", "H", "H", "H", "H"], "coordinates": [[-1.00114, -2.18048, -0.24283], [-0.35678, -1.20126, 0.02751], [0.51180, -0.11506, 0.48173], [0.04488, 0.50474, 1.73100], [-0.28629, 0.96002, 2.74049], [1.04144, 0.88361, -0.55060], [1.18131, 0.61283, -1.70978], [-1.55120, -3.05908, -0.50382], [1.50737, -0.53780, 0.68972], [1.41006, 1.81694, -0.08406], [-1.03536, 1.12889, -1.58942], [-1.46609, 1.18664, -0.98994]]}

# 4
{"formula": "C36H30BrFeN5S2Sb", "method": "the ωB97M-V functional and the def2-TZVPD basis", "relative_energy_kcal_mol": 41.2, "multiplicity": 2, "gap_ev": [7.339, 7.315], "s2": 0.794, "charge": 2, "symbols": ["Fe", "N", "C", "S", "N", "N", "C", "C", "C", "C", "C", "C", "C", "C", "C", "C", "C", "C", "N", "H", "H", "H", "H", "H", "H", "H", "H", "H", "H", "H", "S", "Sb", "C", "C", "C", "C", "C", "C", "C", "C", "C", "C", "C", "C", "C", "C", "C", "C", "C", "C", "H", "H", "H", "H", "H", "H", "H", "H", "H", "H", "H", "H", "H", "H", "H", "Br", "C", "C", "C", "C", "C", "N", "H", "H", "H", "H"], "coordinates": [[0.26078, -0.79279, 1.09938], [1.35213, -1.28843, 5.11430], [0.94673, -1.46116, 3.85847], [1.92723, -0.77367, 2.55287], [-0.14516, -2.10706, 3.58293], [-0.25039, -2.23490, 2.21548], [-0.54808, -3.38506, 1.71267], [-0.98591, -4.54967, 2.49656], [-0.32510, -5.77071, 2.37306], [-0.75002, -6.86093, 3.11535], [-1.84317, -6.73968, 3.96163], [-2.50523, -5.52438, 4.08217], [-2.07232, -4.42524, 3.36146], [-0.30176, -3.43610, 0.26496], [-0.61219, -4.51382, -0.54240], [-0.23765, -4.47514, -1.87886], [0.42321, -3.35870, -2.35948], [0.66358, -2.30162, -1.49729], [0.31314, -2.33179, -0.21377], [2.15991, -0.73363, 5.33137], [0.82106, -1.69756, 5.86632], [0.53489, -5.86439, 1.72067], [-0.22728, -7.80416, 3.03404], [-2.17841, -7.59444, 4.53357], [-3.35400, -5.43233, 4.74606], [-2.56760, -3.46950, 3.47471], [-1.13166, -5.36444, -0.12553], [-0.45846, -5.30953, -2.53087], [0.74452, -3.29377, -3.38922], [1.15258, -1.40159, -1.83657], [0.09430, 0.98648, 2.34979], [0.19149, 2.33548, -0.93419], [1.93475, 1.18480, -1.16457], [2.26622, 0.57724, -2.37615], [3.45309, -0.13138, -2.48827], [4.30063, -0.25145, -1.39361], [3.97806, 0.35785, -0.19029], [2.80320, 1.09174, -0.07592], [-0.37550, 3.24636, -2.74498], [0.26075, 3.06357, -3.96760], [-0.18361, 3.75940, -5.08568], [-1.25244, 4.63565, -4.98471], [-1.87611, 4.83719, -3.75989], [-1.43607, 4.15097, -2.63974], [0.66180, 4.08902, 0.16121], [0.65265, 4.27277, 1.53660], [1.10334, 5.47661, 2.05776], [1.56924, 6.47804, 1.21939], [1.59053, 6.28129, -0.15213], [1.13433, 5.08763, -0.69225], [1.60112, 0.62792, -3.22759], [3.71838, -0.58943, -3.43231], [5.22371, -0.80815, -1.48597], [4.64829, 0.28198, 0.65578], [2.58298, 1.61881, 0.84507], [1.11943, 2.41690, -4.06713], [0.31759, 3.62145, -6.03431], [-1.59202, 5.17602, -5.85805], [-2.69591, 5.53780, -3.67386], [-1.91118, 4.34382, -1.68242], [0.29853, 3.50955, 2.20356], [1.08554, 5.62742, 3.12876], [1.91630, 7.41377, 1.63652], [1.95690, 7.05557, -0.81249], [1.15510, 4.96155, -1.76616], [-1.98605, 1.90873, 2.25508], [-1.42898, 0.90513, -0.74169], [-2.55781, 1.17456, -1.49471], [-3.67900, 0.36434, -1.37086], [-3.63180, -0.70341, -0.49880], [-2.44930, -0.95220, 0.17122], [-1.35821, -0.18621, 0.04725], [-2.57756, 2.02045, -2.16371], [-4.57341, 0.58147, -1.93950], [-4.48462, -1.34727, -0.33788], [-2.37405, -1.79369, 0.84535]]}

# 5
{"formula": "H6O3", "method": "the ωB97M-V functional and the def2-TZVPD basis", "relative_energy_kcal_mol": 30.8, "multiplicity": 2, "gap_ev": [14.392, 1.272], "s2": 0.756, "charge": 1, "symbols": ["O", "H", "H", "O", "H", "H", "O", "H", "H"], "coordinates": [[-4.15296, -0.70403, 1.72264], [-4.64738, -1.42175, 2.17494], [-3.20175, -0.86060, 1.76664], [5.68804, -4.42709, -0.71169], [5.12639, -5.18014, -0.94522], [5.43592, -3.65507, -1.24068], [-1.51498, 5.09571, -0.78084], [-1.86922, 5.96512, -0.49953], [-0.86407, 5.18785, -1.48625]]}

# 6
{"formula": "C49H51O4P2Sb2SeSiTc", "method": "the ωB97M-V functional and the def2-TZVPD basis", "relative_energy_kcal_mol": 9.9, "multiplicity": 4, "gap_ev": [7.800, 6.344], "s2": 3.776, "charge": 1, "symbols": ["Tc", "C", "Si", "C", "C", "C", "C", "C", "C", "P", "C", "C", "C", "C", "C", "C", "C", "C", "C", "C", "C", "C", "C", "C", "C", "C", "C", "C", "P", "C", "C", "C", "C", "C", "C", "C", "C", "C", "C", "C", "C", "H", "H", "H", "H", "H", "H", "H", "H", "H", "H", "H", "H", "H", "H", "H", "H", "H", "H", "H", "H", "H", "H", "H", "H", "H", "H", "H", "H", "H", "H", "H", "C", "Sb", "C", "C", "C", "C", "C", "C", "C", "C", "C", "Sb", "C", "C", "H", "H", "H", "H", "H", "H", "H", "H", "H", "H", "H", "H", "H", "H", "H", "H", "H", "H", "H", "H", "O", "Se", "O", "O", "O"], "coordinates": [[-0.10078, 0.21335, -0.40213], [-0.79630, 3.00069, 1.48360], [-0.31612, 2.98650, -0.45779], [1.44211, 3.65688, -0.10951], [1.68822, 4.95963, 0.31845], [2.96623, 5.37699, 0.65466], [4.02860, 4.49140, 0.55928], [3.80792, 3.18711, 0.14606], [2.52183, 2.75422, -0.17888], [2.23381, 1.00778, -0.69778], [3.63388, 0.14240, 0.12935], [3.81195, 0.35152, 1.49868], [4.85906, -0.24245, 2.18267], [5.74597, -1.06976, 1.50807], [5.57938, -1.28627, 0.14922], [4.53226, -0.68665, -0.53859], [2.79109, 0.91536, -2.42752], [3.35180, 2.01639, -3.06717], [3.82682, 1.89552, -4.36292], [3.74816, 0.68167, -5.02583], [3.19614, -0.42077, -4.39162], [2.71264, -0.30346, -3.10124], [-2.12222, 3.37017, -0.90415], [-2.58300, 4.66180, -1.14247], [-3.93731, 4.93044, -1.26701], [-4.86091, 3.90404, -1.14413], [-4.42415, 2.61147, -0.90358], [-3.06323, 2.33279, -0.79374], [-2.56371, 0.57881, -0.56107], [-3.72735, 0.10118, 0.78014], [-3.76804, 0.91266, 1.91509], [-4.64857, 0.64498, 2.94933], [-5.51211, -0.43863, 2.86124], [-5.48109, -1.25052, 1.73857], [-4.58903, -0.98922, 0.70612], [-3.25735, -0.36042, -1.97683], [-4.01825, 0.19956, -2.99594], [-4.49163, -0.59813, -4.02847], [-4.22123, -1.95672, -4.05898], [-3.48189, -2.52828, -3.03353], [-3.00932, -1.73268, -2.00455], [-1.61618, 3.71915, 1.55608], [0.04492, 3.39761, 2.05076], [-1.13016, 2.07833, 1.95826], [0.86122, 5.65721, 0.39883], [3.13029, 6.39089, 0.99641], [5.02914, 4.80860, 0.82152], [4.64811, 2.51042, 0.06976], [3.13752, 1.01701, 2.02460], [4.98969, -0.05387, 3.24104], [6.57065, -1.52909, 2.03666], [6.27970, -1.91386, -0.38651], [4.43861, -0.86168, -1.59988], [3.41030, 2.96739, -2.55543], [4.25356, 2.75697, -4.85925], [4.10304, 0.59572, -6.04409], [3.13261, -1.36941, -4.90882], [2.26649, -1.16165, -2.60969], [-1.86939, 5.47337, -1.23829], [-4.26451, 5.94589, -1.44900], [-5.91937, 4.10663, -1.23931], [-5.14812, 1.81282, -0.79375], [-3.13076, 1.78743, 1.96884], [-4.66956, 1.28942, 3.81902], [-6.21474, -0.63858, 3.65937], [-6.16299, -2.08640, 1.65314], [-4.59079, -1.63147, -0.16351], [-4.21801, 1.25794, -3.02051], [-5.07601, -0.15071, -4.82160], [-4.58903, -2.56451, -4.87495], [-3.28283, -3.59319, -3.03257], [-2.45103, -2.18712, -1.19615], [0.37414, -3.90995, -2.32795], [0.23485, -2.56530, -0.66504], [-1.29850, -3.65337, 0.39428], [2.00088, -3.25607, 0.44722], [1.58428, -3.88201, 1.73196], [1.37954, -5.26143, 1.78042], [0.91565, -5.88721, 2.92466], [0.64000, -5.12876, 4.05220], [0.86291, -3.76253, 4.02623], [1.33875, -3.12021, 2.88234], [1.68373, -1.66769, 2.96257], [0.29499, -0.14843, 2.21384], [1.14686, 1.37011, 3.47476], [-1.28689, -0.70280, 3.54104], [0.28327, -4.92224, -1.93830], [1.32668, -3.79339, -2.84075], [-0.43624, -3.70436, -3.02501], [-1.95434, -4.13558, -0.32998], [-1.88790, -2.97966, 1.01604], [-0.83071, -4.40946, 1.01965], [2.64312, -2.38640, 0.57977], [2.50179, -3.97599, -0.19870], [1.59922, -5.85334, 0.89814], [0.77465, -6.95984, 2.93967], [0.27974, -5.60453, 4.95462], [0.69198, -3.18121, 4.92533], [2.63618, -1.46147, 2.48137], [1.75931, -1.37803, 4.01047], [1.93128, 0.92681, 4.08537], [0.36698, 1.76455, 4.12394], [1.55875, 2.18743, 2.88519], [-0.85891, -0.80588, 4.53743], [-1.72638, -1.65136, 3.23557], [-2.06029, 0.06127, 3.55105], [-1.90574, 2.09663, -3.47185], [-0.42660, 1.59103, -3.27972], [0.46262, 1.59959, -4.57174], [-0.35158, 0.14275, -2.46610], [0.28529, 2.55569, -2.02605]]}